1.
114
Properties=species:S:1:pos:R:3 method="wB97M-V/def2-TZVPD" homo_energy_ev=-4.20 charge=-1 orbital_gap_ha=0.2391 molar_mass_da=1107.86 lumo_ev=2.304
Ag 0.663 0.470 -0.225
F -1.132 -1.625 3.495
Ge -0.527 -0.467 2.188
C -2.169 -1.092 1.134
C -3.284 -1.163 1.991
C -4.555 -1.445 1.531
C -4.767 -1.702 0.182
C -3.691 -1.644 -0.678
C -2.408 -1.321 -0.220
P -1.057 -1.184 -1.438
C -0.814 -2.942 -1.886
C -1.196 -3.977 -1.039
C -0.915 -5.296 -1.367
C -0.250 -5.598 -2.543
C 0.134 -4.572 -3.397
C -0.146 -3.257 -3.069
C -1.920 -0.535 -2.916
C -2.611 -1.312 -3.845
C -3.290 -0.715 -4.895
C -3.290 0.668 -5.030
C -2.591 1.449 -4.122
C -1.900 0.847 -3.082
C -1.362 1.167 2.974
C -1.821 1.102 4.297
C -2.555 2.133 4.854
C -2.877 3.256 4.097
C -2.446 3.333 2.789
C -1.679 2.303 2.238
P -1.074 2.416 0.526
C -0.157 4.003 0.553
C 0.342 4.499 1.756
C 1.105 5.657 1.782
C 1.385 6.338 0.609
C 0.915 5.842 -0.599
C 0.162 4.680 -0.626
C -2.645 2.807 -0.340
C -3.639 1.829 -0.265
C -4.848 1.995 -0.916
C -5.092 3.145 -1.654
C -4.123 4.133 -1.714
C -2.908 3.968 -1.060
C 1.279 -0.687 3.026
C 1.225 -0.686 4.432
C 2.339 -0.973 5.190
C 3.529 -1.326 4.557
C 3.585 -1.321 3.183
C 2.481 -0.943 2.407
P 2.662 -0.890 0.502
C 2.591 -2.767 0.575
C 1.462 -3.423 1.065
C 1.426 -4.802 1.186
C 2.540 -5.559 0.850
C 3.678 -4.921 0.381
C 3.696 -3.540 0.231
C 3.428 -1.032 -1.248
C 4.729 -0.723 -1.642
C 5.165 -0.976 -2.936
C 4.310 -1.534 -3.871
C 3.014 -1.853 -3.491
C 2.594 -1.611 -2.195
H -3.151 -0.989 3.047
H -5.382 -1.468 2.230
H -5.756 -1.938 -0.192
H -3.848 -1.831 -1.731
H -1.706 -3.759 -0.109
H -1.210 -6.087 -0.689
H -0.019 -6.626 -2.792
H 0.663 -4.794 -4.315
H 0.162 -2.464 -3.741
H -2.620 -2.390 -3.746
H -3.823 -1.330 -5.609
H -3.822 1.134 -5.849
H -2.574 2.527 -4.222
H -1.325 1.451 -2.391
H -1.638 0.209 4.882
H -2.896 2.055 5.879
H -3.465 4.058 4.526
H -2.692 4.200 2.185
H 0.157 3.974 2.681
H 1.493 6.013 2.727
H 1.985 7.239 0.631
H 1.155 6.343 -1.528
H -0.141 4.280 -1.585
H -3.472 0.930 0.313
H -5.595 1.214 -0.847
H -6.034 3.273 -2.172
H -4.308 5.045 -2.269
H -2.179 4.764 -1.107
H 0.297 -0.486 4.947
H 2.272 -0.953 6.272
H 4.403 -1.594 5.138
H 4.514 -1.590 2.694
H 0.588 -2.854 1.363
H 0.524 -5.283 1.546
H 2.520 -6.637 0.953
H 4.556 -5.498 0.119
H 4.581 -3.062 -0.170
H 5.414 -0.280 -0.934
H 6.183 -0.722 -3.211
H 4.647 -1.722 -4.883
H 2.336 -2.298 -4.210
H 1.595 -1.904 -1.897
N 2.716 2.323 1.715
N 3.989 1.944 2.127
C 4.683 0.837 1.726
O 5.788 0.593 2.172
O 4.100 0.086 0.793
H 2.686 2.382 0.702
H 2.049 1.617 2.002
H 4.448 2.536 2.794
Cl 2.791 1.781 -2.904
C 1.403 1.976 -1.741
H 0.580 2.271 -2.401
H 1.679 2.877 -1.192

---

2.
117
Properties=species:S:1:pos:R:3 method="wB97M-V/def2-TZVPD" homo_energy_ev=-9.82 de_lowest_kcal_mol=23.6 charge=+1 orbital_gap_ha=0.2676 molar_mass_da=1003.40 lumo_ev=-2.541
Zn 0.368 0.070 0.378
N 0.931 -2.387 2.561
C 0.756 -1.159 3.168
C 0.883 -1.100 4.564
C 0.675 0.092 5.210
C 0.332 1.224 4.469
C 0.239 1.093 3.111
N 0.458 -0.072 2.456
C 0.947 -2.805 1.226
C 1.368 -4.116 0.987
C 1.443 -4.570 -0.305
C 1.085 -3.714 -1.345
C 0.654 -2.457 -1.021
N 0.573 -1.996 0.246
H 1.185 -3.119 3.200
H 1.137 -1.996 5.118
H 0.762 0.146 6.288
H 0.139 2.175 4.945
H -0.044 1.934 2.481
H 1.649 -4.753 1.817
H 1.786 -5.575 -0.512
H 1.147 -4.020 -2.379
H 0.363 -1.757 -1.794
C -1.792 2.771 -0.271
N -1.058 3.512 0.755
C 0.318 3.853 0.357
P 1.261 2.336 -0.188
C 1.343 2.619 -1.976
C 1.988 3.733 -2.511
C 1.924 3.978 -3.873
C 1.206 3.127 -4.705
C 0.561 2.020 -4.178
C 0.641 1.764 -2.819
C 2.914 2.662 0.494
C 3.048 2.967 1.848
C 4.307 3.077 2.421
C 5.441 2.879 1.646
C 5.313 2.576 0.297
C 4.056 2.464 -0.279
C -1.731 4.656 1.312
C -1.503 4.954 2.652
C -2.068 6.081 3.229
C -2.886 6.914 2.476
C -3.128 6.613 1.144
C -2.545 5.494 0.559
P -2.081 1.031 0.319
C -3.393 0.577 -0.874
C -3.095 0.659 -2.236
C -4.069 0.395 -3.187
C -5.339 0.001 -2.789
C -5.629 -0.125 -1.439
C -4.666 0.173 -0.481
C -3.022 1.321 1.853
C -3.972 2.337 1.958
C -4.733 2.466 3.110
C -4.557 1.587 4.172
C -3.608 0.579 4.081
C -2.851 0.445 2.924
H -1.250 2.737 -1.216
H -2.766 3.205 -0.478
H 0.824 4.288 1.218
H 0.334 4.602 -0.443
H 2.543 4.403 -1.864
H 2.434 4.837 -4.290
H 1.164 3.322 -5.768
H 0.023 1.344 -4.830
H 0.177 0.874 -2.401
H 2.168 3.117 2.465
H 4.403 3.321 3.472
H 6.424 2.954 2.095
H 6.196 2.425 -0.312
H 3.961 2.203 -1.327
H -0.870 4.294 3.237
H -1.871 6.311 4.269
H -3.323 7.798 2.922
H -3.762 7.258 0.548
H -2.716 5.299 -0.494
H -2.094 0.934 -2.554
H -3.838 0.505 -4.240
H -6.100 -0.207 -3.531
H -6.615 -0.447 -1.123
H -4.917 0.098 0.570
H -4.138 3.031 1.144
H -5.480 3.249 3.170
H -5.160 1.688 5.065
H -3.462 -0.107 4.908
H -2.117 -0.351 2.851
N -9.059 -4.348 4.627
C -8.228 -4.130 3.863
C -7.178 -3.854 2.917
C -7.083 -4.587 1.737
C -6.062 -4.327 0.839
C -5.140 -3.324 1.109
C -5.242 -2.579 2.279
C -6.254 -2.847 3.182
N -4.099 -3.044 0.189
C -4.144 -3.195 -1.182
C -2.965 -2.704 -1.650
N -2.185 -2.258 -0.606
C -2.889 -2.479 0.473
H -7.805 -5.365 1.527
H -5.977 -4.914 -0.066
H -4.546 -1.773 2.477
H -6.338 -2.268 4.092
H -5.006 -3.587 -1.694
H -2.629 -2.643 -2.674
H -2.548 -2.297 1.482
N 3.742 -1.629 0.408
C 3.282 -0.865 -0.636
O 2.357 -0.030 -0.372
C 3.830 -1.085 -1.899
C 3.453 -0.332 -3.042
N 3.189 0.287 -3.980
C 4.822 -2.093 -2.062
N 5.595 -2.946 -2.150
H 3.585 -1.231 1.320
H 4.624 -2.105 0.285

---

Question: The highest charge belongs to which entry?
Answer: C56H47N10OP2Zn